Density functional theory data (wB97M-V/def2-TZVPD) for a structure of composition C24H19Cl3NO2OsPSe2.

The geometry in ORCA input format:
```
! RIJCOSX wB97M-V def2-TZVPD def2/J DEFGRID3
* xyz 2 5
Os 0.8002 -0.4222 0.2539
Cl 2.1861 -2.3061 7.2344
C 1.8309 -1.5191 5.7707
C 1.7055 -2.2863 4.6017
C 1.4682 -1.6465 3.4146
Cl 1.3241 -2.5148 1.9388
C 1.3540 -0.2290 3.2987
O 1.1998 0.3463 2.1713
C 1.4429 0.5096 4.5269
Cl 1.2533 2.2045 4.4573
C 1.6817 -0.1306 5.7248
H 1.8171 -3.3577 4.6452
H 1.7538 0.4520 6.6312
O 2.1952 -2.4448 -0.9297
C 3.5690 -2.1173 -1.0594
C 3.8691 -0.8132 -0.3685
C 5.1757 -0.5374 0.0244
C 5.4626 0.6620 0.6495
C 4.4450 1.5991 0.7820
C 3.1828 1.2739 0.3311
N 2.8828 0.0708 -0.1840
H 2.0497 -3.3127 -1.3235
H 3.8225 -2.0009 -2.1260
H 4.2009 -2.9079 -0.6344
H 5.9475 -1.2691 -0.1543
H 6.4581 0.8603 1.0145
H 4.6153 2.5570 1.2482
H 2.3771 2.0017 0.3860
Se -0.0113 -0.8844 -1.9794
P -1.9646 0.0021 -1.2954
Se -1.5175 -0.0160 0.8950
C -3.4640 -0.8968 -1.7876
C -3.7229 -1.0461 -3.1501
C -4.8962 -1.6638 -3.5429
C -5.7952 -2.1247 -2.5894
C -5.5110 -2.0002 -1.2364
C -4.3357 -1.3945 -0.8234
C -2.0669 1.7298 -1.8558
C -3.3140 2.3202 -2.0321
C -3.3793 3.6546 -2.3967
C -2.2170 4.3823 -2.5975
C -0.9753 3.7907 -2.4153
C -0.8974 2.4654 -2.0311
H -3.0186 -0.6717 -3.8814
H -5.1135 -1.7810 -4.5934
H -6.7271 -2.5700 -2.9054
H -6.2083 -2.3704 -0.5019
H -4.1070 -1.2891 0.2312
H -4.2170 1.7433 -1.9024
H -4.3359 4.1308 -2.5364
H -2.2716 5.4118 -2.9155
H -0.0758 4.3638 -2.5831
H 0.0721 1.9922 -1.8990
*
```

Its energy relative to the best compared isomer or geometry (same formula, charge and spin) is 0.0 kJ/mol. Its total energy is -7746.12971 Eh. The LUMO energy (alpha / beta) comes out at -0.206 / -0.318 Eh. As for the expectation value of S²: 6.047.

Results of the Löwdin charge analysis, in e, for atoms 1 through 8: Os 0.862; Cl 0.841; C -0.621; C -0.079; C -0.517; Cl 0.826; C -0.420; O -0.280


Density functional theory data (wB97M-V/def2-TZVPD) for a cluster of 5 separate species, H10O5 in total.

The geometry in ORCA input format:
```
! RIJCOSX wB97M-V def2-TZVPD def2/J DEFGRID3
* xyz 0 1
O 0.3221 0.6350 0.6558
H -0.1405 -0.2175 0.6164
H -0.3686 1.2981 0.5369
O -0.8637 -1.9376 1.1883
H -1.4640 -1.6255 1.8764
H -0.9972 -2.8917 1.1623
O -0.7127 4.0789 -1.1392
H -0.3409 4.9666 -1.1675
H 0.0312 3.4986 -1.3367
O -1.1943 -2.0985 -2.0428
H -0.8946 -1.7557 -1.1931
H -0.6858 -2.9055 -2.1730
O 2.8071 -0.2861 0.8790
H 2.5136 -0.9771 1.4785
H 1.9884 0.2180 0.6586
*
```

Its energy relative to the best compared isomer or geometry (same formula, charge and spin) is 105.7 kJ/mol. Its total energy is -382.18391 Eh. The LUMO energy comes out at 0.003 Eh.

Results of the Löwdin charge analysis, in e, for atoms 1 through 8: O -0.053; H 0.010; H 0.063; O -0.043; H 0.066; H 0.064; O -0.063; H 0.034